The following is a DFT calculation (the ωB97M-V functional and the def2-TZVPD basis) of a structure of composition C39H40ClCrN4OP2.

Last column: Löwdin spin population.
Cartesian coordinates (Å):
Cr -0.403 0.684 -0.815  2.926
Cl 6.655 2.291 -1.672  0.000
P 1.056 -3.398 -0.747  0.001
P -0.741 0.657 1.511  -0.036
O 1.337 -0.004 -0.770  0.044
N 0.333 2.496 -1.195  -0.012
N -1.428 -1.042 -0.687  -0.005
N -2.170 1.662 -1.273  -0.003
N -1.847 -0.636 1.556  -0.002
C 4.922 0.325 -0.975  0.007
C -3.402 1.191 -1.385  0.010
C 2.628 -0.117 3.635  0.000
C 3.674 -0.208 -0.753  0.000
C 5.076 1.656 -1.396  0.002
C -0.667 3.516 -1.296  0.003
C -1.655 2.145 1.947  -0.001
C 1.770 0.160 2.580  0.000
C -0.112 -5.602 -2.093  0.000
C -1.987 3.025 -1.391  0.007
C -2.489 -2.803 -1.900  -0.001
C -2.800 5.306 -1.595  -0.003
C 0.775 0.001 5.179  -0.001
C 2.424 -3.628 -1.973  0.000
C -1.528 5.764 -1.416  -0.001
C 1.579 2.782 -1.470  0.025
C -1.631 -1.744 -1.828  0.013
C -0.913 3.321 2.086  -0.002
C 1.944 -3.414 0.879  0.000
C -2.877 -2.545 0.457  -0.003
C -0.451 4.863 -1.263  -0.004
C 2.679 1.907 -1.335  0.004
C -3.110 -3.218 -0.720  0.010
C 2.129 -0.206 4.927  0.000
C 0.314 -5.094 -0.714  0.000
C -3.058 3.913 -1.577  0.000
C -4.348 3.357 -1.714  0.011
C -1.567 4.528 2.271  0.001
C 3.098 -4.402 1.062  0.000
C -2.956 4.565 2.315  -0.003
C 0.416 0.356 2.835  -0.009
C -3.694 3.396 2.186  0.000
C 3.972 2.433 -1.574  0.008
C -3.046 2.183 1.991  -0.003
C 2.521 0.560 -0.944  0.008
C -2.046 -1.426 0.434  0.009
C -4.515 2.002 -1.626  0.000
C 2.055 -3.047 -3.339  0.000
C -0.086 0.292 4.137  -0.003
H -0.996 5.440 2.393  0.000
H -1.133 0.493 4.342  0.000
H 1.806 3.783 -1.829  0.000
H -1.330 6.827 -1.400  0.000
H -3.620 1.271 1.877  0.000
H -0.549 -5.047 -0.044  0.000
H -5.489 1.545 -1.720  0.000
H 4.079 3.464 -1.890  0.000
H 0.397 -0.053 6.191  0.000
H -2.663 -3.304 -2.842  0.000
H 3.684 -0.265 3.450  0.000
H 3.598 -4.233 2.019  0.000
H -2.107 -1.046 2.442  -0.001
H 1.172 -3.605 1.632  0.000
H 2.830 -3.258 -4.078  0.000
H -3.626 5.992 -1.742  0.000
H -3.536 0.125 -1.265  0.000
H -3.349 -2.849 1.383  0.000
H 1.119 -3.467 -3.715  0.000
H -1.086 -1.393 -2.697  0.002
H 2.150 0.223 1.568  0.000
H -4.774 3.426 2.247  0.000
H -5.196 4.011 -1.885  0.001
H 3.850 -4.303 0.279  0.000
H 2.667 -4.689 -2.055  0.000
H -0.665 -6.538 -2.004  0.000
H 2.749 -5.434 1.061  0.000
H 2.290 -2.391 1.056  0.000
H 1.938 -1.962 -3.278  0.000
H 1.024 -5.797 -0.274  0.000
H 0.172 3.287 2.058  0.000
H -3.782 -4.068 -0.728  0.001
H 2.798 -0.432 5.747  0.000
H -3.465 5.509 2.460  0.000
H 3.560 -1.238 -0.438  0.000
H 0.749 -5.793 -2.733  0.000
H 3.314 -3.124 -1.589  0.000
H 0.543 5.264 -1.108  0.000
H -0.758 -4.887 -2.610  0.000
H 5.805 -0.286 -0.831  0.000

Results
- Expectation value of S²: 3.806
- E_HOMO (alpha / beta): -12.49 / -12.50 eV
- Charge: +2
- Gap between HOMO and LUMO (alpha / beta): 5.8 / 6.2 eV
- Spin multiplicity: 4